A 7-piece molecular cluster, C69H155N4OP2 overall at a distorted geometry. Source: the OMol25 dataset; level of theory: ωB97M-V with the def2-TZVPD basis set.

The geometry in XYZ format:
```
231
Properties=species:S:1:pos:R:3:forces:R:3
C -1.470 -0.406 -1.636 -1.7 -1.9 -1.8
O -1.775 -1.299 -2.717 0.7 0.2 1.0
H -0.480 0.030 -1.768 0.2 0.7 0.2
H -2.321 0.268 -1.541 0.3 1.3 -0.3
H -1.555 -0.838 -0.639 0.6 -0.8 0.6
C -6.713 0.372 -0.226 0.2 0.4 1.5
C -5.542 -0.497 -0.618 0.5 0.5 -0.8
C -5.972 -1.657 -1.494 -0.3 -0.1 0.0
C -4.990 -2.833 -1.448 0.1 -0.5 -1.1
N -5.082 -3.724 -2.717 0.2 -0.4 0.7
C -3.925 -4.816 -2.693 0.0 1.4 -1.0
C -3.036 -4.423 -3.953 -0.9 -1.6 0.8
C -4.115 -3.983 -4.897 0.1 2.0 -0.4
C -4.808 -2.942 -4.004 -1.2 -1.3 0.1
C -6.490 -4.365 -2.753 1.6 0.2 0.2
H -6.318 1.224 0.328 0.0 0.2 0.0
H -7.314 -0.156 0.513 -0.4 0.0 -0.2
H -7.348 0.802 -1.001 0.2 -0.5 -0.3
H -4.912 -0.812 0.214 -0.5 -0.2 0.5
H -4.851 0.130 -1.183 0.2 0.0 -0.3
H -6.159 -1.236 -2.481 0.7 -0.3 -0.4
H -7.001 -1.915 -1.245 0.1 -0.6 0.6
H -5.089 -3.514 -0.603 -0.7 0.0 0.1
H -3.943 -2.540 -1.367 0.1 0.6 -0.5
H -4.360 -5.803 -2.852 -0.1 0.2 0.1
H -3.439 -4.756 -1.719 0.0 0.0 -0.1
H -2.566 -5.328 -4.337 0.3 0.0 0.2
H -2.322 -3.623 -3.757 -0.1 0.1 0.2
H -4.733 -4.767 -5.335 -0.2 -0.1 0.6
H -3.759 -3.441 -5.773 0.4 0.0 0.0
H -5.783 -2.653 -4.398 0.2 0.4 0.1
H -4.151 -2.118 -3.727 0.1 0.1 -0.2
H -6.585 -4.824 -3.737 -0.3 0.0 0.2
H -7.228 -3.588 -2.553 0.1 -0.2 -0.3
H -6.480 -5.094 -1.942 -0.3 -0.1 -0.2
C 3.609 2.694 -5.773 -0.4 -2.1 0.9
C 2.398 1.966 -5.172 -2.0 0.7 -1.3
C 1.752 1.057 -6.233 -0.3 0.2 -0.1
C 0.346 0.591 -5.773 1.3 -2.1 -1.2
N -0.276 -0.458 -6.764 -1.6 -1.5 1.0
C -0.766 0.231 -8.035 0.0 -0.3 0.0
C -2.109 -0.430 -8.431 -0.1 0.0 -1.0
C -2.510 -1.432 -7.327 1.0 0.7 -1.1
C -1.637 -0.984 -6.153 -0.8 -0.2 0.0
C 0.572 -1.730 -7.016 0.3 1.1 0.5
H 3.858 3.520 -5.106 0.6 0.1 -0.7
H 3.490 2.847 -6.845 -0.3 0.9 0.3
H 4.303 1.853 -5.769 1.1 0.6 0.2
H 1.592 2.664 -4.946 0.0 0.5 0.3
H 2.517 1.415 -4.239 0.7 -0.1 0.0
H 2.507 0.327 -6.524 -0.4 -0.9 0.4
H 1.650 1.577 -7.185 -0.2 0.6 0.1
H -0.382 1.401 -5.726 0.2 -0.1 0.1
H 0.424 0.051 -4.829 -0.3 0.1 0.2
H -0.009 0.163 -8.816 0.0 -0.1 0.1
H -0.857 1.278 -7.746 -0.2 -0.1 -0.2
H -2.038 -0.940 -9.392 0.4 -0.2 0.1
H -2.873 0.307 -8.677 0.0 0.3 0.6
H -2.233 -2.426 -7.680 0.1 -0.1 0.2
H -3.595 -1.474 -7.232 0.2 0.3 0.7
H -1.556 -1.823 -5.462 0.9 0.4 0.3
H -2.101 -0.170 -5.597 0.2 0.1 -0.1
H 0.054 -2.515 -7.566 -0.2 0.7 -0.5
H 0.814 -2.227 -6.077 -0.1 0.6 0.3
H 1.513 -1.414 -7.468 -0.3 -0.2 -0.3
C 1.535 3.886 3.612 0.4 -0.6 -0.1
C 0.800 2.654 3.065 0.3 0.7 -0.6
C 1.373 2.093 1.710 0.7 -1.0 -0.2
C 2.605 1.152 1.924 -0.6 -0.6 -0.5
N 3.312 0.617 0.646 0.4 -1.2 0.0
C 3.932 1.697 -0.269 -1.6 -1.2 0.6
C 5.021 0.993 -1.040 0.7 0.5 -0.2
C 5.448 -0.194 -0.202 0.7 -1.1 0.9
C 4.599 -0.179 1.062 -1.4 0.7 -0.4
C 2.349 -0.323 -0.180 1.2 1.3 0.5
H 1.469 4.749 2.950 0.0 -0.1 0.0
H 2.587 3.633 3.749 0.2 0.2 0.1
H 1.146 4.172 4.590 0.0 0.0 -0.1
H -0.252 2.928 2.978 -0.1 -0.1 -0.5
H 0.785 1.889 3.842 0.3 -0.4 -0.2
H 1.698 2.771 0.920 0.0 1.1 0.6
H 0.621 1.557 1.132 -0.4 -0.5 0.5
H 2.305 0.228 2.417 -0.2 0.0 0.2
H 3.372 1.588 2.563 0.1 0.3 -0.3
H 3.060 1.985 -0.857 0.5 0.8 -0.1
H 4.330 2.452 0.409 -0.3 0.2 -0.2
H 4.741 0.681 -2.046 -0.1 0.3 0.1
H 5.870 1.675 -1.084 -0.1 0.1 -0.5
H 5.428 -1.143 -0.738 -0.4 0.0 0.0
H 6.483 -0.137 0.135 0.1 0.2 -0.2
H 4.284 -1.138 1.472 0.2 0.1 0.0
H 5.041 0.455 1.831 0.1 -0.2 0.1
H 1.513 0.319 -0.457 -0.4 -0.6 0.4
H 2.167 -1.243 0.375 -0.5 0.5 0.4
H 2.783 -0.677 -1.115 0.6 0.5 0.1
C 4.167 -8.204 -3.898 -1.6 -0.7 -0.1
C 2.656 -7.999 -3.956 -0.1 1.1 -0.1
C 2.301 -6.505 -3.986 0.2 0.2 0.6
C 2.293 -5.765 -2.611 -0.4 0.8 -1.5
N 1.216 -4.623 -2.542 -0.4 -1.1 0.5
C -0.159 -5.307 -2.290 0.4 0.1 0.8
C -0.267 -5.601 -0.766 1.4 -0.7 -0.9
C 0.304 -4.313 -0.198 -0.3 0.8 -0.9
C 1.445 -3.866 -1.220 -0.7 0.3 0.7
C 1.149 -3.759 -3.855 0.2 -0.4 1.6
H 4.710 -7.740 -4.722 0.0 0.1 0.2
H 4.217 -9.288 -4.001 1.0 0.0 0.5
H 4.384 -7.816 -2.903 1.1 -0.3 -0.1
H 2.239 -8.446 -3.053 -0.3 -0.3 -0.2
H 2.172 -8.393 -4.849 0.2 -0.5 0.1
H 1.348 -6.455 -4.513 -0.1 0.5 0.2
H 3.095 -6.050 -4.578 -0.4 0.3 -0.4
H 3.190 -5.162 -2.476 0.3 -0.6 0.1
H 2.137 -6.455 -1.781 -0.1 0.3 0.1
H -0.923 -4.548 -2.456 0.1 0.0 -0.5
H -0.241 -6.181 -2.936 -0.1 0.2 -0.1
H -1.292 -5.900 -0.548 -0.1 0.6 0.3
H 0.335 -6.427 -0.386 0.1 -0.3 -0.6
H -0.559 -3.648 -0.242 0.4 0.8 0.1
H 0.659 -4.354 0.832 0.1 -0.2 -0.2
H 1.510 -2.792 -1.393 -0.8 0.0 -0.4
H 2.433 -4.026 -0.788 0.0 -0.9 -0.4
H 0.700 -4.366 -4.641 -0.2 0.1 0.3
H 2.126 -3.424 -4.204 0.3 -0.4 0.4
H 0.592 -2.863 -3.582 -0.5 -0.2 -0.1
C -2.312 8.731 -5.965 -0.1 1.0 1.5
C -2.881 7.795 -4.868 0.2 1.2 -0.6
C -1.911 7.385 -3.730 -1.3 -2.0 -1.9
C -2.618 6.208 -2.963 0.9 1.0 0.4
P -1.445 5.504 -1.750 -1.5 -1.9 -0.3
C -1.805 3.702 -1.552 -1.4 0.2 0.7
C -3.309 3.255 -1.195 1.2 1.2 0.2
C -3.686 3.482 0.322 -0.1 -0.6 -1.7
C -3.006 2.546 1.307 0.0 -0.2 -0.1
C -1.645 6.433 -0.289 -0.1 0.2 0.7
C -1.026 5.928 1.000 -0.6 -1.8 0.4
C -1.877 6.338 2.222 1.9 0.5 0.1
C -1.101 6.063 3.548 -1.2 0.5 0.0
C 0.260 5.641 -2.151 1.6 -0.1 0.6
C 1.251 4.686 -1.467 -0.3 -2.6 -0.6
C 2.725 4.832 -1.926 -1.1 0.9 0.2
C 3.230 6.264 -1.869 0.3 0.1 0.0
H -1.550 8.167 -6.503 -0.1 0.5 -0.4
H -1.935 9.671 -5.562 0.8 -0.2 0.3
H -3.111 9.190 -6.548 -0.1 -0.9 -0.6
H -3.200 7.009 -5.552 -0.2 -0.9 1.0
H -3.750 8.231 -4.375 -0.2 0.1 -0.3
H -1.679 8.234 -3.087 0.3 -0.2 -0.1
H -1.072 6.896 -4.225 0.6 0.7 0.2
H -3.026 5.398 -3.567 0.4 0.1 -0.5
H -3.487 6.669 -2.493 0.0 -0.3 0.6
H -1.157 3.334 -0.756 0.2 -0.1 -0.2
H -1.498 3.260 -2.500 0.1 -0.1 0.0
H -3.439 2.235 -1.556 0.1 -0.2 0.4
H -3.967 3.845 -1.833 -0.2 0.1 0.1
H -4.762 3.309 0.359 -0.1 0.2 0.2
H -3.514 4.535 0.544 0.0 -0.1 0.2
H -3.293 1.504 1.165 -0.3 0.0 -0.2
H -3.298 2.798 2.327 0.3 0.1 0.1
H -1.923 2.521 1.191 0.2 0.3 0.2
H -2.721 6.317 -0.160 -0.3 0.8 0.2
H -1.339 7.443 -0.562 -0.5 0.3 0.2
H 0.051 5.994 1.153 0.0 1.1 -0.2
H -1.101 4.843 0.919 -0.2 -0.5 0.2
H -2.856 5.859 2.217 0.1 -0.2 0.0
H -2.062 7.401 2.066 -0.1 0.2 0.5
H -0.143 6.567 3.674 0.0 0.0 -0.6
H -0.971 4.997 3.736 0.0 0.0 -0.1
H -1.706 6.458 4.364 -0.1 -0.2 0.1
H 0.519 6.572 -1.647 0.0 0.8 -1.2
H 0.448 5.533 -3.219 0.0 0.8 0.0
H 1.000 3.688 -1.828 -0.2 -0.4 -0.4
H 1.078 4.448 -0.418 0.2 1.2 0.5
H 2.759 4.480 -2.957 0.1 0.0 -0.1
H 3.348 4.158 -1.338 0.0 0.1 0.1
H 3.266 6.649 -0.850 0.4 -0.2 0.1
H 2.596 6.989 -2.379 -0.1 -0.3 -0.4
H 4.207 6.290 -2.349 0.1 0.4 0.3
C 1.724 -1.189 12.776 -0.2 0.8 -0.9
C 0.718 -0.777 11.611 0.3 -2.0 1.9
C 1.157 -1.291 10.241 1.7 2.0 0.4
C 0.190 -0.910 9.164 -1.1 -0.3 -1.1
P 0.760 -1.142 7.475 1.4 -2.9 0.1
C 2.526 -0.707 7.400 0.1 0.0 -0.5
C 3.156 -0.853 6.012 0.0 1.0 -0.8
C 4.583 -0.287 5.913 0.0 -0.3 1.2
C 5.641 -1.180 6.599 -0.2 -0.5 -1.0
C 0.675 -2.934 6.988 -0.6 -0.4 0.9
C 1.160 -4.124 7.915 -0.1 -0.5 -0.7
C 2.652 -4.365 8.129 -0.6 0.3 0.1
C 3.448 -4.606 6.843 -0.2 0.1 0.3
C -0.381 -0.310 6.358 0.5 -0.6 -0.4
C -0.377 -0.734 4.828 0.6 1.5 0.9
C -1.661 -0.329 4.083 0.9 -1.2 0.0
C -1.683 -0.950 2.675 -0.4 0.5 -0.4
H 1.871 -2.261 12.907 -0.5 0.0 0.0
H 1.431 -0.711 13.711 -0.3 -0.3 0.0
H 2.725 -0.792 12.608 0.1 0.1 -0.4
H 0.534 0.295 11.688 0.2 0.1 -0.6
H -0.236 -1.254 11.839 -0.2 0.0 0.2
H 1.621 -2.275 10.175 -0.9 -0.4 0.3
H 2.036 -0.668 10.074 0.4 0.2 -0.3
H -0.162 0.120 9.220 0.3 0.3 0.3
H -0.752 -1.457 9.160 -0.2 -0.4 0.3
H 3.142 -1.317 8.060 -0.6 -0.2 0.4
H 2.575 0.302 7.809 0.3 0.3 -0.3
H 2.557 -0.276 5.308 -0.2 0.1 -0.2
H 3.153 -1.867 5.612 -0.1 -0.3 0.4
H 4.586 0.714 6.343 0.0 0.1 0.1
H 4.863 -0.161 4.867 0.0 -0.1 -0.1
H 6.586 -0.651 6.722 -0.1 -0.2 0.1
H 5.765 -2.030 5.928 0.6 0.0 -0.3
H 5.393 -1.742 7.499 -0.4 0.8 0.5
H 0.999 -3.045 5.953 0.7 0.1 0.1
H -0.395 -3.082 6.846 -0.4 0.0 0.3
H 0.846 -5.058 7.450 -0.4 0.1 -0.7
H 0.615 -4.242 8.851 0.0 0.9 0.2
H 2.715 -5.256 8.755 0.1 0.1 0.2
H 3.024 -3.527 8.720 0.5 0.0 0.0
H 2.975 -4.141 5.979 0.2 0.5 0.0
H 3.475 -5.654 6.545 0.2 -0.1 0.4
H 4.450 -4.225 7.041 0.1 -0.2 -0.6
H -0.110 0.721 6.588 -0.4 0.5 -0.7
H -1.334 -0.506 6.849 -0.3 0.1 -0.1
H -0.100 -1.773 4.650 -0.4 -0.1 0.3
H 0.448 -0.161 4.405 0.2 -0.1 -0.3
H -1.734 0.757 4.027 -0.1 0.0 0.1
H -2.474 -0.750 4.675 -0.4 0.3 -0.2
H -1.917 -2.014 2.642 -0.1 0.0 0.3
H -0.787 -0.842 2.064 0.6 0.2 0.4
H -2.412 -0.421 2.062 -0.4 -0.2 0.1
```
Positions in Å, forces in eV/Å.

**Relative energy (zero: lowest compared OMol25 entry of this formula, charge and spin)**: 32.3 kJ/mol
**Frontier orbital gap**: 6.83 eV
**E_LUMO**: -9.2 eV
**Spin multiplicity**: 1
**Highest occupied orbital energy**: -16.01 eV
**Charge**: +5
**Maximum force**: 3.27 eV/Å

Results of the Löwdin charge analysis, in e, for atoms 1 through 4: atom 1 (C): -0.347, atom 2 (O): -0.450, atom 3 (H): 0.021, atom 4 (H): 0.021